Entry from the Open Molecules 2025 dataset: 2 unconnected molecules or ions with the total composition C29H26O4S4 (the ωB97M-V functional and the def2-TZVPD basis).

Results
HOMO (eV): -6.808
2S+1: 1
Energy relative to the best compared isomer or geometry (same formula, charge and spin) (kcal per mole): 0.0
Frontier orbital gap (eV): 5.5

Each atom is followed by the atoms it is bonded to, with distances in Å.
CARTESIAN COORDINATES (ANGSTROEM)
1 C -3.9102 -0.5265 -3.0369  C2 1.401, C12 1.400, H13 1.094
2 C -3.2180 0.6663 -2.7922  C1 1.401, C3 1.388, H14 1.092
3 C -1.8319 0.6572 -2.7233  C2 1.388, C4 1.401, H15 1.090
4 C -1.1392 -0.5603 -2.7479  C3 1.401, C5 1.485, C11 1.401
5 C 0.3457 -0.5547 -2.7669  C4 1.485, S6 1.704, S10 1.765
6 S 1.1663 -1.9931 -2.3670  C5 1.704, C7 1.826
7 C 2.8288 -1.9235 -3.1194  S6 1.826, C8 1.514, H16 1.097, H17 1.099
8 C 3.2796 -0.7569 -3.9722  C7 1.514, C9 1.516, H18 1.089, H19 1.091
9 C 2.6106 0.5568 -3.6209  C8 1.516, S10 1.804, H20 1.093, H21 1.095
10 S 0.8750 0.4697 -4.1038  C5 1.765, C9 1.804
11 C -1.8350 -1.7605 -2.9412  C4 1.401, C12 1.396, H22 1.096
12 C -3.2194 -1.7409 -3.1217  C1 1.400, C11 1.396, H23 1.096
13 H -4.9969 -0.5117 -3.1613  C1 1.094
14 H -3.7551 1.6092 -2.6665  C2 1.092
15 H -1.2693 1.5906 -2.6944  C3 1.090
16 H 3.4751 -2.0376 -2.2403  C7 1.097
17 H 2.9021 -2.8598 -3.6897  C7 1.099
18 H 4.3505 -0.6364 -3.8175  C8 1.089
19 H 3.0683 -0.9953 -5.0158  C8 1.091
20 H 2.6970 0.8351 -2.5676  C9 1.093
21 H 2.9985 1.3707 -4.2430  C9 1.095
22 H -1.2840 -2.7058 -2.9984  C11 1.096
23 H -3.7536 -2.6781 -3.3130  C12 1.096
24 C -2.7839 -3.2902 0.3866  C25 1.398, C48 1.399, H49 1.093
25 C -1.5899 -3.6208 1.0350  C24 1.398, C26 1.385, H50 1.089
26 C -0.5815 -2.6764 1.1328  C25 1.385, C27 1.419, H51 1.084
27 C -0.7588 -1.3337 0.7081  C26 1.419, C28 1.460, C47 1.420
28 C 0.3755 -0.4275 0.8663  C27 1.460, S29 1.754, S38 1.821
29 S 0.5593 1.1391 0.0986  C28 1.754, C30 1.798, O36 1.479, O37 1.456
30 C 1.9037 2.2396 0.5602  S29 1.798, C31 1.394, C35 1.399
31 C 1.5615 3.5741 0.7703  C30 1.394, C32 1.395, H52 1.088
32 C 2.5645 4.5367 0.8832  C31 1.395, C33 1.396, H53 1.092
33 C 3.9035 4.1652 0.7501  C32 1.396, C34 1.399, H54 1.090
34 C 4.2451 2.8203 0.5730  C33 1.399, C35 1.395, H55 1.093
35 C 3.2448 1.8537 0.4657  C30 1.399, C34 1.395, H56 1.088
36 O 0.9554 0.8454 -1.2961  S29 1.479
37 O -0.6841 1.8762 0.2751  S29 1.456
38 S 0.9824 -0.4217 2.5832  C28 1.821, C39 1.811, O45 1.443, O46 1.453
39 C -0.4010 -0.0965 3.7054  S38 1.811, C40 1.393, C44 1.399
40 C -0.9422 1.1872 3.7281  C39 1.393, C41 1.396, H57 1.086
41 C -2.0385 1.4720 4.5434  C40 1.396, C42 1.396, H58 1.089
42 C -2.5534 0.4870 5.3880  C41 1.396, C43 1.398, H59 1.090
43 C -1.9877 -0.7912 5.3916  C42 1.398, C44 1.398, H60 1.091
44 C -0.8965 -1.0812 4.5671  C39 1.399, C43 1.398, H61 1.087
45 O 1.5072 -1.7215 2.9240  S38 1.443
46 O 1.8239 0.7500 2.7591  S38 1.453
47 C -2.0524 -0.9799 0.2405  C27 1.420, C48 1.390, H62 1.090
48 C -3.0129 -1.9598 0.0196  C24 1.399, C47 1.390, H63 1.095
49 H -3.5439 -4.0504 0.1915  C24 1.093
50 H -1.4420 -4.6203 1.4425  C25 1.089
51 H 0.3879 -2.9735 1.5173  C26 1.084
52 H 0.5101 3.8409 0.8563  C31 1.088
53 H 2.2783 5.5723 1.0799  C32 1.092
54 H 4.6858 4.9229 0.7888  C33 1.090
55 H 5.2940 2.5166 0.5370  C34 1.093
56 H 3.5032 0.8042 0.3369  C35 1.088
57 H -0.5091 1.9701 3.1118  C40 1.086
58 H -2.4752 2.4694 4.5107  C41 1.089
59 H -3.3800 0.7228 6.0576  C42 1.090
60 H -2.3959 -1.5678 6.0396  C43 1.091
61 H -0.4269 -2.0613 4.5954  C44 1.087
62 H -2.2656 0.0756 0.0707  C47 1.090
63 H -3.9495 -1.6817 -0.4741  C48 1.095